Record 1
{
  "formula": "C4H9NOS",
  "method": "ωB97M-V/def2-TZVPD",
  "orbital_gap_ev": 10.15,
  "homo_energy_ev": -9.38,
  "max_force_ev_per_a": 3.33,
  "smiles": "CNC(=O)CCS",
  "species": ["C", "N", "C", "O", "C", "C", "S", "H", "H", "H", "H", "H", "H", "H", "H", "H"],
  "coordinates": [[-0.09472, 1.78611, -1.49505], [1.15478, 1.10142, -1.11083], [1.29594, 0.23944, -0.03844], [2.19115, 0.33068, 0.78265], [0.03752, -0.70497, 0.01917], [-0.26709, -1.63237, 1.19365], [-2.22413, -2.16638, 1.47690], [-0.68448, 1.27914, -2.26702], [-0.05187, 2.80162, -1.78314], [-0.50193, 1.79462, -0.55158], [1.99265, 1.65454, -1.19772], [-0.80760, -0.14202, 0.05473], [0.08548, -1.11427, -0.94982], [0.03286, -1.14995, 2.11052], [0.29483, -2.54217, 1.15097], [-2.45338, -1.53543, 2.60501]],
  "atomic_forces_ev_per_a": [[0.62, -1.84, -0.42], [1.68, 0.41, -1.03], [-1.96, 0.43, 1.42], [-0.24, -0.66, -0.93], [1.95, -0.61, 1.12], [-0.60, -0.35, 0.41], [2.49, 0.22, -1.50], [0.12, -0.22, 0.41], [1.09, 1.05, -0.40], [-2.55, 0.30, 1.64], [0.06, 0.16, -0.06], [-2.26, 2.39, -0.53], [-0.37, -1.27, -1.06], [-0.15, 0.20, 0.34], [-0.06, -0.73, -0.03], [0.19, 0.50, 0.62]],
  "lowdin_charge": [-0.06, -0.01, -0.45, 0.07, -0.17, -0.37, 0.61, 0.09, 0.07, 0.05, 0.13, 0.04, 0.11, 0.06, 0.05, -0.22]
}

---

Record 2
{
  "formula": "C4H7NO2",
  "method": "ωB97M-V/def2-TZVPD",
  "orbital_gap_ev": 9.09,
  "homo_energy_ev": -9.17,
  "max_force_ev_per_a": 1.49,
  "species": ["C", "N", "C", "C", "C", "O", "O", "H", "H", "H", "H", "H", "H", "H"],
  "coordinates": [[1.17992, 0.94328, -0.56164], [-1.69948, -0.26165, -0.85358], [0.26808, -1.27893, 0.64149], [-1.19558, 0.43211, 0.24107], [0.19333, 0.53048, 0.51064], [-1.58072, -1.35416, 0.08839], [0.98006, -1.83874, -0.13668], [-0.99987, -0.41680, -1.58092], [0.06546, -1.54711, 1.68307], [-1.93956, 0.72726, 0.97074], [0.41424, 0.93618, 1.49541], [0.91787, 0.54625, -1.54162], [1.22821, 2.03080, -0.63333], [2.16804, 0.55103, -0.32306]],
  "atomic_forces_ev_per_a": [[-0.11, 0.02, 0.00], [-0.16, 0.16, -0.26], [0.80, 1.25, -0.10], [-0.57, -1.23, 0.10], [0.47, -1.23, 0.00], [0.18, 1.11, 0.26], [-0.33, 0.04, 0.12], [0.09, 0.00, 0.16], [-0.26, -0.12, -0.12], [-0.10, 0.00, -0.14], [-0.03, 0.00, -0.04], [-0.02, -0.01, 0.03], [0.07, -0.03, -0.01], [-0.02, 0.04, 0.02]],
  "lowdin_charge": [-0.07, -0.01, -0.27, -0.10, -0.23, -0.14, 0.05, 0.11, 0.14, 0.14, 0.13, 0.08, 0.08, 0.09]
}

---

Record 3
{
  "formula": "ClLi5",
  "method": "ωB97M-V/def2-TZVPD",
  "orbital_gap_ev": 17.17,
  "total_charge": 4,
  "homo_energy_ev": -36.25,
  "max_force_ev_per_a": 7.58,
  "species": ["Li", "Li", "Li", "Li", "Li", "Cl"],
  "coordinates": [[-1.33405, 0.40806, 1.53929], [-0.20663, -1.49415, 1.01293], [1.49680, -0.29063, -1.38552], [-1.06894, -0.16685, -1.45312], [1.14871, 1.52289, 0.23220], [-0.03587, 0.02070, 0.05420]],
  "atomic_forces_ev_per_a": [[-3.13, 1.93, 3.12], [0.25, -6.78, 3.38], [2.89, -1.26, -2.39], [-4.36, -0.42, -5.15], [2.82, 4.57, 1.22], [1.53, 1.97, -0.18]],
  "lowdin_charge": [0.83, 0.75, 0.86, 0.76, 0.80, 0.00]
}

---

What did the first record say?
{
  "formula": "C4H9NOS",
  "method": "ωB97M-V/def2-TZVPD",
  "orbital_gap_ev": 10.15,
  "homo_energy_ev": -9.38,
  "max_force_ev_per_a": 3.33,
  "smiles": "CNC(=O)CCS",
  "species": ["C", "N", "C", "O", "C", "C", "S", "H", "H", "H", "H", "H", "H", "H", "H", "H"],
  "coordinates": [[-0.09472, 1.78611, -1.49505], [1.15478, 1.10142, -1.11083], [1.29594, 0.23944, -0.03844], [2.19115, 0.33068, 0.78265], [0.03752, -0.70497, 0.01917], [-0.26709, -1.63237, 1.19365], [-2.22413, -2.16638, 1.47690], [-0.68448, 1.27914, -2.26702], [-0.05187, 2.80162, -1.78314], [-0.50193, 1.79462, -0.55158], [1.99265, 1.65454, -1.19772], [-0.80760, -0.14202, 0.05473], [0.08548, -1.11427, -0.94982], [0.03286, -1.14995, 2.11052], [0.29483, -2.54217, 1.15097], [-2.45338, -1.53543, 2.60501]],
  "atomic_forces_ev_per_a": [[0.62, -1.84, -0.42], [1.68, 0.41, -1.03], [-1.96, 0.43, 1.42], [-0.24, -0.66, -0.93], [1.95, -0.61, 1.12], [-0.60, -0.35, 0.41], [2.49, 0.22, -1.50], [0.12, -0.22, 0.41], [1.09, 1.05, -0.40], [-2.55, 0.30, 1.64], [0.06, 0.16, -0.06], [-2.26, 2.39, -0.53], [-0.37, -1.27, -1.06], [-0.15, 0.20, 0.34], [-0.06, -0.73, -0.03], [0.19, 0.50, 0.62]],
  "lowdin_charge": [-0.06, -0.01, -0.45, 0.07, -0.17, -0.37, 0.61, 0.09, 0.07, 0.05, 0.13, 0.04, 0.11, 0.06, 0.05, -0.22]
}